{
  "formula": "C22H47N5OPY",
  "method": "ωB97M-V/def2-TZVPD",
  "elements": ["Y", "N", "C", "C", "N", "C", "C", "N", "H", "H", "H", "H", "H", "H", "H", "H", "H", "H", "H", "H", "H", "O", "C", "C", "C", "C", "C", "C", "N", "H", "H", "H", "H", "H", "H", "H", "C", "C", "C", "C", "P", "N", "C", "C", "C", "C", "C", "C", "C", "C", "H", "H", "H", "H", "H", "H", "H", "H", "H", "H", "H", "H", "H", "H", "H", "H", "H", "H", "H", "H", "H", "H", "H", "H", "H", "H", "H"],
  "coordinates": [[-0.17568, 1.54987, 0.63559], [1.80361, 1.44932, 2.29367], [1.37130, 1.26608, 3.70577], [-0.01775, 0.67395, 3.79155], [-1.01047, 1.41844, 2.97286], [-1.43928, 2.72493, 3.53475], [-0.58195, 3.89537, 3.09584], [-0.47787, 3.95318, 1.61489], [2.60849, 2.06790, 2.27162], [2.12629, 0.55475, 1.92967], [2.05751, 0.61316, 4.24540], [1.42117, 2.23127, 4.20286], [-0.00785, -0.34721, 3.41301], [-0.32477, 0.64670, 4.83979], [-1.83554, 0.82915, 2.93748], [-2.46636, 2.89448, 3.20550], [-1.46636, 2.68879, 4.62685], [-1.00827, 4.81086, 3.50648], [0.42797, 3.82041, 3.48811], [-1.34619, 4.32383, 1.23359], [0.21454, 4.65402, 1.36267], [-2.71765, 1.61107, 0.45770], [-3.34359, 2.50243, -0.48591], [-2.38270, 2.86918, -1.58304], [-2.86584, 3.41894, -2.75876], [-1.96969, 3.79355, -3.74261], [-0.60995, 3.60271, -3.53268], [-0.21435, 3.03779, -2.34347], [-1.07642, 2.67987, -1.37284], [-3.38287, 0.99296, 0.78099], [-3.68520, 3.39988, 0.03283], [-4.21865, 2.01994, -0.91828], [-3.93262, 3.54216, -2.90131], [-2.32695, 4.22256, -4.67044], [0.12561, 3.87338, -4.27708], [0.83784, 2.84884, -2.15558], [2.46041, -2.18854, -2.58079], [2.18219, -1.29642, -1.35869], [3.39229, -1.41374, -0.41255], [2.16975, 0.16928, -1.82266], [0.60575, -1.68692, -0.42717], [0.22765, -0.39950, 0.44477], [-0.77932, -2.02573, -1.64675], [-2.14678, -1.90453, -0.94781], [-0.72437, -3.39699, -2.34356], [-0.78182, -0.93481, -2.73306], [0.87082, -3.17243, 0.68212], [1.71988, -2.75032, 1.90111], [1.53246, -4.40298, 0.04031], [-0.49414, -3.60828, 1.25198], [3.45234, -1.94043, -2.96940], [1.75601, -2.03357, -3.39473], [2.47145, -3.24779, -2.33543], [4.26369, -0.99678, -0.92350], [3.63094, -2.44228, -0.16077], [3.25928, -0.85979, 0.51982], [3.16557, 0.43260, -2.18729], [1.97018, 0.84168, -0.98209], [1.45766, 0.37821, -2.61658], [-2.36912, -2.73685, -0.28750], [-2.91592, -1.89455, -1.72492], [-2.22952, -0.98068, -0.37364], [-0.91200, -4.21870, -1.65765], [0.21250, -3.58922, -2.86105], [-1.51616, -3.43050, -3.09756], [-0.80351, 0.07539, -2.31499], [-1.69333, -1.05676, -3.32345], [0.05518, -1.00098, -3.42320], [2.78606, -2.74570, 1.69269], [1.55028, -3.47916, 2.69717], [1.43197, -1.76839, 2.28318], [2.56733, -4.22529, -0.24561], [0.99694, -4.78081, -0.82740], [1.54796, -5.20808, 0.78069], [-1.05325, -2.77795, 1.68830], [-0.30606, -4.33460, 2.04588], [-1.12078, -4.10169, 0.51437]],
  "forces_ev_per_angstrom": [[-0.5, 0.5, 0.7], [-0.1, 0.1, -0.1], [0.2, 0.0, -0.1], [-0.2, 0.1, -0.1], [0.1, 0.1, 0.1], [-0.1, -0.2, 0.0], [0.1, 0.1, -0.2], [0.0, 0.2, 0.0], [0.0, 0.0, 0.0], [-0.1, 0.0, 0.0], [0.0, 0.0, 0.0], [0.0, 0.0, 0.0], [0.0, 0.0, 0.0], [0.0, 0.0, 0.0], [0.0, 0.0, 0.0], [0.0, 0.0, 0.0], [0.0, 0.0, 0.0], [0.0, 0.0, 0.0], [0.0, 0.0, 0.0], [0.0, 0.0, 0.0], [0.0, 0.0, 0.0], [0.2, 0.2, -0.1], [0.0, -0.2, 0.0], [0.1, 0.0, 0.0], [-0.1, 0.0, 0.0], [0.0, 0.1, -0.1], [0.0, 0.0, -0.1], [0.0, 0.0, 0.1], [0.2, 0.0, -0.1], [0.1, -0.1, 0.0], [0.0, 0.1, 0.0], [0.0, 0.0, 0.0], [0.0, 0.0, 0.0], [0.0, 0.0, 0.0], [0.0, 0.0, 0.0], [0.0, 0.0, 0.0], [0.1, 0.1, 0.0], [0.3, 0.0, -0.2], [0.0, 0.0, 0.0], [0.0, 0.0, -0.1], [-0.3, 0.4, 0.4], [0.2, -1.2, -0.6], [-0.1, -0.1, -0.2], [0.0, 0.0, 0.0], [-0.1, 0.1, 0.0], [0.0, 0.0, 0.0], [0.0, -0.1, 0.2], [0.0, 0.0, 0.0], [0.0, 0.0, 0.0], [0.0, 0.0, 0.0], [0.0, 0.0, 0.0], [0.0, 0.0, 0.0], [0.0, 0.0, 0.1], [0.0, 0.0, 0.0], [0.0, 0.0, 0.0], [0.0, 0.0, -0.1], [0.0, -0.1, -0.1], [0.0, 0.0, 0.1], [0.0, 0.0, 0.0], [0.0, 0.0, 0.0], [0.0, 0.0, 0.0], [0.1, 0.0, 0.0], [0.0, 0.0, 0.1], [0.0, 0.0, 0.0], [0.0, 0.0, 0.0], [0.0, 0.0, 0.1], [0.0, 0.0, 0.0], [0.0, 0.0, 0.0], [0.0, 0.0, 0.0], [0.0, 0.0, 0.0], [-0.1, 0.0, 0.0], [0.0, 0.0, 0.0], [0.0, 0.0, 0.0], [0.0, 0.1, 0.0], [0.1, 0.0, 0.0], [0.0, 0.0, 0.0], [0.0, 0.0, -0.1]],
  "e_tot_ev": -43397.9150,
  "relative_energy_kj_mol": 39.8,
  "charge": 2,
  "lumo_ev": -5.3,
  "multiplicity": 1,
  "homo_energy_ha": -0.50442
}

{
  "formula": "C24H16F5N2NaO3S2",
  "method": "ωB97M-V/def2-TZVPD",
  "elements": ["Na", "O", "C", "C", "O", "O", "C", "C", "C", "C", "C", "C", "C", "C", "C", "C", "C", "C", "H", "H", "H", "H", "H", "H", "H", "H", "H", "H", "H", "S", "C", "N", "C", "C", "C", "C", "C", "C", "S", "H", "H", "H", "H", "N", "C", "H", "F", "C", "F", "C", "F", "F", "F"],
  "coordinates": [[-1.15753, 0.28213, -0.81751], [0.64576, 0.16670, 0.91401], [0.53518, 0.93633, 2.10412], [-0.89022, 1.72739, 2.04077], [-1.40660, 1.92671, 3.13807], [-1.29118, 1.85016, 0.85838], [0.42504, 0.11959, 3.34886], [0.23116, -1.25674, 3.29869], [0.15504, -2.01937, 4.49630], [0.10566, -1.31301, 5.73372], [0.17444, 0.04312, 5.77007], [0.49450, 0.72332, 4.61562], [1.68292, 1.97216, 2.18625], [2.73320, 1.81701, 3.11439], [3.78321, 2.71146, 3.18355], [3.72300, 3.92018, 2.48951], [2.75206, 4.03355, 1.46868], [1.76270, 3.06105, 1.31762], [1.46530, -0.37558, 0.90760], [0.17618, -1.82043, 2.35870], [0.16025, -3.11004, 4.49694], [-0.03585, -1.95543, 6.59504], [0.15512, 0.64448, 6.64757], [0.72588, 1.81300, 4.69575], [2.79593, 0.99527, 3.81116], [4.61070, 2.45963, 3.85807], [4.48437, 4.70847, 2.57317], [2.79996, 4.87044, 0.76031], [1.07450, 3.02919, 0.48028], [-3.06907, -1.81974, -0.03502], [-2.70193, -2.39895, -1.55040], [-2.15954, -1.70955, -2.52295], [-2.31506, -2.32772, -3.76992], [-2.01162, -1.83337, -5.03852], [-2.06445, -2.72282, -6.11516], [-2.64770, -4.00866, -5.96896], [-3.19185, -4.40748, -4.74445], [-2.91336, -3.63912, -3.63732], [-3.18235, -4.03901, -1.98505], [-1.62323, -0.79551, -5.19514], [-1.75061, -2.35594, -7.12882], [-2.65089, -4.66673, -6.83846], [-3.75556, -5.33554, -4.79928], [-2.90507, 2.23383, -3.23801], [-2.54101, 1.76562, -2.22929], [-3.52171, 2.79190, -3.78872], [0.63284, 0.71820, -3.93836], [0.87844, 0.13458, -2.69188], [1.02549, -1.21922, -2.85852], [2.12774, 0.75730, -2.22088], [3.09786, 0.90386, -3.15301], [1.70754, 2.00153, -1.77213], [2.66443, 0.01183, -1.22546]],
  "forces_ev_per_angstrom": [[0.4, -0.2, 0.0], [0.5, -0.4, 0.2], [0.1, 1.0, 0.1], [0.2, -1.5, -1.2], [-0.3, 1.0, -0.2], [-0.1, 0.7, 0.8], [0.6, -0.7, 0.6], [0.2, -1.4, 0.7], [0.1, 1.9, 0.3], [-0.5, -2.9, -1.1], [1.1, 0.9, -0.6], [-0.4, 1.3, -0.6], [0.5, -0.4, 0.8], [-0.1, 0.0, -0.6], [0.2, 0.8, 0.6], [0.0, -0.2, -1.3], [0.2, 0.0, 0.4], [0.1, -0.5, -0.2], [-0.6, 0.7, 0.1], [0.0, 0.6, 0.2], [-0.2, 0.3, -0.1], [0.0, 0.4, 0.4], [-0.1, 0.0, 0.9], [-0.5, -1.1, -0.2], [-0.3, -0.3, -0.2], [-0.3, 0.4, -0.2], [-0.2, -0.5, 0.1], [-0.1, -0.3, 0.4], [-0.1, 0.5, 0.1], [0.1, 0.2, 1.2], [0.2, 0.5, -0.4], [-0.5, 0.2, -1.3], [-0.4, -1.0, 1.7], [0.8, 0.5, -0.3], [-0.6, -0.1, -0.6], [0.4, 1.2, -0.5], [0.7, -0.4, -1.4], [0.2, 0.5, -0.7], [-0.4, 0.0, -0.2], [-0.3, -1.1, 0.4], [-0.2, -0.5, 1.1], [-0.3, 0.1, 0.2], [0.2, 0.0, 0.8], [-0.3, 0.2, 0.4], [0.0, 0.0, -0.5], [0.2, -0.1, -0.2], [0.1, -0.2, -0.9], [-2.2, 0.6, 1.8], [0.8, -0.8, -0.9], [-1.9, -0.7, -0.2], [0.8, 0.8, 0.2], [1.9, -0.4, -0.1], [0.3, 0.8, 0.2]],
  "e_tot_ev": -73945.6213,
  "relative_energy_kj_mol": 81.2,
  "charge": -2,
  "lumo_ev": 3.9,
  "multiplicity": 1,
  "homo_energy_ha": -0.03003
}

{
  "formula": "C5H8N2O",
  "method": "ωB97M-V/def2-TZVPD",
  "elements": ["C", "C", "C", "C", "C", "N", "N", "O", "H", "H", "H", "H", "H", "H", "H", "H"],
  "coordinates": [[0.74538, 2.13509, -0.45985], [0.42986, -0.13053, 0.90341], [0.04797, -0.65618, -0.30743], [0.44907, -0.13437, 2.41579], [-0.71525, -1.89958, -0.37512], [0.05972, 0.07224, -1.45577], [0.32151, 1.44288, -1.43362], [-0.03113, 1.88777, -2.67853], [0.79902, 3.22265, -0.58368], [0.17519, 0.89559, 2.84303], [-0.42096, -0.75288, 2.74851], [1.40322, -0.61418, 2.77791], [-1.79752, -1.63533, -0.74610], [-0.21693, -2.46630, -1.15143], [-0.77914, -2.48693, 0.49574], [-0.47002, 1.12008, -2.99287]],
  "forces_ev_per_angstrom": [[-0.3, -1.5, 1.1], [-0.4, 0.5, -0.7], [0.6, 5.2, 1.6], [-0.1, 0.3, -0.8], [-2.0, -0.1, -2.2], [-0.3, -0.8, -0.6], [0.1, -2.0, 1.5], [0.8, 2.2, 0.2], [0.1, -0.4, -0.1], [0.9, -1.5, -0.7], [0.6, 0.2, -0.4], [-1.0, 1.0, 0.1], [2.1, -0.5, 0.7], [-0.2, -0.5, -0.3], [0.1, -0.5, 1.2], [-0.8, -1.5, -0.9]],
  "e_tot_ev": -10334.1349,
  "relative_energy_kj_mol": 828.9,
  "lumo_ev": [-0.6, -0.6],
  "multiplicity": 1,
  "homo_energy_ha": [-0.28256, -0.28253]
}

{
  "formula": "C19H41ClO4P",
  "method": "ωB97M-V/def2-TZVPD",
  "elements": ["C", "C", "C", "C", "C", "C", "C", "P", "C", "C", "C", "C", "Cl", "H", "H", "H", "H", "H", "H", "H", "H", "H", "H", "H", "H", "H", "H", "H", "H", "H", "H", "H", "H", "H", "H", "H", "H", "H", "O", "C", "O", "C", "C", "C", "H", "H", "H", "H", "H", "H", "H", "H", "O", "C", "O", "C", "C", "C", "H", "H", "H", "H", "H", "H", "H", "H"],
  "coordinates": [[-0.28467, 1.91111, 4.75273], [-1.46287, 1.09122, 3.90897], [-2.08718, 1.97867, 2.65400], [-1.47177, 1.58631, 1.18583], [-0.02516, 2.27137, 0.83086], [0.70438, 1.39175, -0.38986], [2.33358, 1.30730, -0.12531], [3.19864, -0.15178, -1.00992], [2.11514, -1.73631, -1.15706], [4.80361, -0.60762, -0.05947], [4.55839, -1.05137, 1.50728], [5.71880, -2.16551, 1.92495], [5.54615, -2.82507, 3.64847], [-0.73930, 2.88776, 5.24035], [0.13798, 1.25033, 5.62811], [0.56695, 2.14091, 3.96190], [-2.33670, 0.91938, 4.70338], [-1.09472, 0.01370, 3.57608], [-2.06255, 3.12607, 2.91122], [-3.24439, 1.68751, 2.61554], [-2.25257, 1.96348, 0.36979], [-1.36126, 0.42259, 1.00588], [-0.22226, 3.34771, 0.35569], [0.69344, 2.41960, 1.74423], [0.58028, 1.92192, -1.45043], [0.26314, 0.31304, -0.50166], [2.77538, 2.33327, -0.53706], [2.53903, 1.19667, 1.03001], [3.56953, 0.33733, -2.34492], [1.62561, -2.06360, -0.13886], [1.32197, -1.65800, -2.03406], [2.85871, -2.60416, -1.47841], [5.47856, 0.35924, -0.05530], [5.29285, -1.50885, -0.66926], [3.48659, -1.50078, 1.71775], [4.73955, -0.11013, 2.18610], [6.77112, -1.61959, 1.79976], [5.70245, -3.01404, 1.11579], [-0.20482, 2.25047, -3.32200], [-1.18639, 2.98700, -3.30838], [-2.10919, 2.88242, -2.32588], [-3.19105, 3.80845, -2.11799], [-4.37887, 3.45556, -2.99068], [-1.43002, 3.95348, -4.43159], [-2.85675, 4.84144, -2.25529], [-3.47970, 3.71599, -1.06531], [-4.13067, 3.51748, -4.05352], [-5.21726, 4.12885, -2.79139], [-4.69975, 2.42605, -2.80097], [-1.90547, 3.42501, -5.26255], [-0.46533, 4.35256, -4.76076], [-2.03507, 4.81375, -4.15107], [-3.74399, -3.03781, 0.21149], [-2.83939, -3.79596, -0.12474], [-2.53240, -4.87504, 0.62967], [-1.62091, -5.91644, 0.23489], [-0.19119, -5.53553, 0.56327], [-1.99525, -3.48919, -1.32822], [-1.75753, -6.18062, -0.81831], [-1.89690, -6.80498, 0.81311], [0.12232, -4.64020, 0.01996], [0.49270, -6.35067, 0.31076], [-0.09173, -5.30852, 1.62977], [-1.21778, -2.77314, -1.04776], [-2.63594, -3.04553, -2.09694], [-1.53807, -4.36629, -1.78266]],
  "forces_ev_per_angstrom": [[-0.3, -0.6, -0.7], [-0.4, 0.5, 1.2], [-0.9, -1.3, 0.3], [-0.1, 0.6, -0.4], [-0.3, 0.2, -1.4], [0.6, 0.4, -0.5], [-0.7, 0.8, 0.3], [-0.3, 0.1, 1.0], [0.3, -1.1, -0.7], [0.4, -0.3, 0.1], [0.4, -0.2, 0.7], [0.5, 1.1, -1.8], [0.1, 0.8, -2.0], [1.1, -1.9, -1.3], [-0.8, 1.3, -1.8], [-1.6, -0.2, 2.0], [1.8, 0.2, -1.9], [-0.7, 2.4, 0.5], [0.2, -2.2, -0.7], [2.5, 0.7, 0.0], [1.8, -0.9, 1.6], [-0.4, 2.3, 0.8], [0.5, -2.3, 1.2], [-1.4, -0.5, -1.7], [0.0, -1.3, 2.5], [0.7, 2.0, 0.5], [-0.5, -2.4, 1.0], [-0.2, 0.2, -2.3], [-0.4, -0.7, 1.2], [1.0, 1.0, -2.0], [1.6, 0.1, 2.0], [-1.4, 1.8, 0.7], [-1.2, -2.1, -0.3], [-0.9, 2.1, 1.3], [2.2, 0.9, -0.5], [-0.6, -1.9, -1.3], [-2.3, -1.3, 0.6], [-0.1, 1.3, 1.9], [-1.4, 0.9, 0.3], [0.5, -0.6, -0.2], [0.9, -0.3, 0.1], [-0.4, 0.2, -0.2], [0.0, -0.1, -0.2], [0.3, 0.6, 0.0], [0.0, -0.2, -0.1], [0.3, -0.2, -0.2], [0.0, 0.1, 0.1], [0.1, -0.1, 0.0], [0.0, 0.2, 0.1], [0.1, 0.1, 0.1], [-0.2, -0.3, -0.1], [-0.2, -0.2, -0.1], [1.7, -1.6, -0.4], [-1.2, 1.2, 0.7], [-0.5, 0.0, 0.1], [0.1, 0.1, 0.0], [0.2, 0.1, 0.1], [-0.1, -0.2, -0.7], [0.0, 0.1, 0.1], [-0.2, 0.3, 0.0], [0.0, -0.1, -0.1], [-0.1, 0.1, 0.0], [-0.1, -0.1, -0.1], [-0.1, -0.1, 0.0], [0.1, 0.1, 0.3], [0.2, 0.0, 0.1]],
  "e_tot_ev": -50358.2244,
  "charge": 1,
  "lumo_ev": -2.5,
  "multiplicity": 1,
  "homo_energy_ha": -0.44547
}

{
  "formula": "C4H10Cl2OSi",
  "method": "ωB97M-V/def2-TZVPD",
  "elements": ["Cl", "Cl", "O", "C", "C", "C", "C", "Si", "H", "H", "H", "H", "H", "H", "H", "H", "H", "H"],
  "coordinates": [[0.51093, 0.17730, 3.54358], [0.61227, 2.44318, 0.95656], [-1.33297, -0.56003, -1.89559], [-2.66157, -0.04245, -1.67729], [-0.29816, -0.04935, -1.06754], [2.78264, -0.06687, 1.19571], [-0.20521, -0.61464, 0.36347], [0.96674, 0.37406, 1.45773], [-2.90106, 0.00726, -0.62796], [-3.36705, -0.66901, -2.21521], [-2.73190, 0.95839, -2.10828], [0.63800, -0.21464, -1.61700], [-0.40265, 1.03646, -1.03763], [2.87869, -1.12314, 1.02006], [3.27633, 0.15432, 2.13518], [3.26190, 0.49369, 0.40737], [-1.17269, -0.64507, 0.84820], [0.14575, -1.65946, 0.31865]],
  "forces_ev_per_angstrom": [[0.2, 0.0, -1.4], [0.4, -1.2, 0.5], [-0.5, -0.6, 0.2], [1.2, 0.2, -0.5], [-0.2, 0.7, -0.3], [-0.9, 0.6, 0.7], [0.3, -0.2, -0.2], [-0.1, 0.7, 0.1], [-0.2, -0.1, 0.5], [0.1, -0.2, 0.1], [0.0, 0.2, 0.1], [-0.2, -0.3, 0.1], [-0.1, 0.1, 0.2], [0.0, -0.5, -0.2], [0.3, 0.1, 0.1], [0.0, 0.2, -0.3], [-0.4, 0.1, 0.1], [0.0, 0.3, 0.1]],
  "e_tot_ev": -39283.0046,
  "relative_energy_kj_mol": 8.3,
  "lumo_ev": 0.6,
  "multiplicity": 1,
  "homo_energy_ha": -0.36483,
  "smiles": "COCC[Si](C)(Cl)Cl"
}

{
  "formula": "CH3NO",
  "method": "ωB97M-V/def2-TZVPD",
  "elements": ["C", "N", "O", "H", "H", "H"],
  "coordinates": [[-0.12931, -0.42398, 0.49197], [0.21198, 0.51232, -0.49962], [0.50776, -0.89384, 1.38355], [-1.15542, -0.84410, 0.33487], [-0.58716, 0.94980, -0.91633], [1.15216, 0.69980, -0.79444]],
  "forces_ev_per_angstrom": [[-1.1, 0.0, -1.5], [-0.6, -1.3, 1.5], [1.3, 0.2, 0.2], [0.1, 0.8, -0.1], [0.3, 0.1, -0.5], [0.0, 0.3, 0.3]],
  "e_tot_ev": -4623.1423,
  "relative_energy_kj_mol": 26.9,
  "lumo_ev": 1.0,
  "multiplicity": 1,
  "homo_energy_ha": -0.37343,
  "smiles": "NC=O"
}